(1)
{"formula": "C24H44ClNaO28", "method": "ωB97M-V/def2-TZVPD", "lumo_ha": -0.0550, "homo_lumo_gap_ev": 8.836, "max_force_ev_per_a": 1.9, "total_charge": 0, "relative_energy_kj_mol": 0.0, "energy_ha": -3669.94943, "homo_energy_ev": -10.33, "multiplicity": 1, "species": ["Cl", "Na", "O", "O", "O", "O", "O", "O", "O", "O", "O", "O", "O", "O", "O", "O", "O", "O", "O", "O", "O", "O", "O", "O", "O", "O", "O", "O", "O", "O", "C", "C", "C", "C", "C", "C", "C", "C", "C", "C", "C", "C", "C", "C", "C", "C", "C", "C", "C", "C", "C", "C", "C", "C", "H", "H", "H", "H", "H", "H", "H", "H", "H", "H", "H", "H", "H", "H", "H", "H", "H", "H", "H", "H", "H", "H", "H", "H", "H", "H", "H", "H", "H", "H", "H", "H", "H", "H", "H", "H", "H", "H", "H", "H", "H", "H", "H", "H"], "coordinates": [[-9.207, 14.762, 14.996], [-10.410, 17.490, 12.349], [-9.335, 14.157, 21.351], [-8.135, 12.744, 20.042], [-6.137, 16.035, 11.396], [-8.957, 9.505, 17.186], [-8.915, 9.559, 9.346], [-9.661, 10.553, 11.088], [-8.430, 8.627, 19.078], [-9.466, 19.140, 14.247], [-8.837, 13.471, 14.463], [-5.271, 16.641, 17.714], [-10.156, 14.531, 16.062], [-7.817, 9.276, 11.302], [-14.210, 11.855, 15.930], [-8.013, 17.245, 11.652], [-4.317, 16.256, 15.699], [-6.876, 9.871, 18.028], [-15.238, 11.044, 14.110], [-12.426, 14.599, 19.222], [-9.857, 15.570, 13.999], [-13.272, 13.591, 20.917], [-8.076, 15.463, 15.526], [-11.133, 20.592, 14.695], [-12.807, 15.786, 21.100], [-7.330, 16.449, 9.661], [-10.464, 19.308, 16.262], [-13.100, 11.756, 14.012], [-3.638, 15.255, 17.599], [-8.366, 14.873, 19.460], [-14.274, 11.504, 14.627], [-6.170, 17.567, 17.138], [-13.747, 13.546, 22.257], [-10.289, 19.612, 15.004], [-8.741, 10.446, 16.133], [-12.839, 14.753, 20.485], [-8.295, 17.193, 8.959], [-4.411, 16.074, 16.882], [-9.722, 18.256, 16.846], [-7.217, 16.630, 10.963], [-8.113, 8.604, 8.690], [-7.977, 9.388, 18.085], [-10.920, 21.218, 13.434], [-5.816, 16.170, 12.789], [-8.711, 9.737, 10.645], [-12.242, 12.468, 14.898], [-2.634, 14.570, 16.867], [-11.658, 15.701, 18.722], [-9.706, 10.778, 12.482], [-8.663, 13.945, 20.396], [-7.174, 12.912, 18.976], [-7.360, 14.383, 18.589], [-12.914, 12.329, 16.270], [-7.658, 8.601, 20.272], [-5.507, 17.180, 13.035], [-8.609, 8.143, 7.841], [-9.490, 18.456, 17.890], [-5.724, 18.514, 16.833], [-3.040, 13.931, 16.086], [-8.218, 18.268, 9.138], [-14.237, 12.593, 22.419], [-9.494, 9.898, 13.086], [-12.097, 13.469, 14.481], [-12.290, 16.565, 18.499], [-8.218, 7.987, 20.974], [-11.205, 12.124, 14.914], [-8.987, 11.553, 12.756], [-12.398, 11.578, 16.867], [-10.688, 11.142, 12.771], [-12.893, 13.637, 22.931], [-11.007, 16.010, 19.541], [-6.220, 12.580, 19.378], [-7.186, 9.056, 8.333], [-11.107, 15.397, 17.840], [-11.632, 22.030, 13.361], [-4.969, 15.502, 12.933], [-7.453, 12.275, 18.139], [-6.395, 14.851, 18.773], [-7.830, 7.810, 9.384], [-7.700, 10.703, 15.947], [-7.689, 14.515, 17.566], [-8.765, 18.066, 16.362], [-14.423, 14.373, 22.467], [-6.727, 8.053, 20.109], [-10.258, 17.307, 16.812], [-2.059, 14.013, 17.601], [-1.933, 15.269, 16.402], [-7.485, 9.607, 20.641], [-8.075, 17.100, 7.896], [-9.143, 10.001, 15.228], [-11.101, 20.528, 12.604], [-9.253, 11.387, 16.342], [-12.959, 13.293, 16.770], [-9.877, 21.522, 13.357], [-6.921, 17.809, 17.889], [-9.311, 16.843, 9.136], [-6.573, 15.791, 13.473], [-6.743, 17.164, 16.304]]}



(2)
{"formula": "C18H52FN4O6", "method": "ωB97M-V/def2-TZVPD", "lumo_ha": 0.0866, "homo_lumo_gap_ev": 5.781, "max_force_ev_per_a": 3.1, "total_charge": -1, "relative_energy_kj_mol": 369.3, "energy_ha": -1487.11401, "homo_energy_ev": -3.42, "multiplicity": 1, "species": ["F", "O", "O", "O", "O", "O", "O", "N", "N", "N", "N", "C", "C", "C", "C", "C", "C", "C", "C", "C", "C", "C", "C", "C", "C", "C", "C", "C", "C", "H", "H", "H", "H", "H", "H", "H", "H", "H", "H", "H", "H", "H", "H", "H", "H", "H", "H", "H", "H", "H", "H", "H", "H", "H", "H", "H", "H", "H", "H", "H", "H", "H", "H", "H", "H", "H", "H", "H", "H", "H", "H", "H", "H", "H", "H", "H", "H", "H", "H", "H", "H"], "coordinates": [[0.652, -0.411, 0.158], [-1.259, 7.903, -2.556], [3.126, -4.021, 4.596], [2.299, 3.363, 2.765], [-2.970, -1.827, 5.185], [3.636, 0.967, -3.699], [-0.086, -5.106, -3.689], [-2.167, -3.264, -3.493], [4.148, -3.601, 1.734], [-4.259, -1.090, 2.833], [-3.578, 6.213, -3.562], [3.776, -4.769, 5.608], [3.909, 2.318, -3.939], [2.482, 4.639, 2.148], [4.981, -3.433, 2.925], [-1.928, 4.364, -3.720], [-2.282, 5.766, -3.127], [-2.088, -4.058, -4.649], [-0.597, -4.611, -4.885], [-1.213, 6.798, -3.518], [-2.684, -3.395, -5.803], [-0.242, 8.893, -2.609], [-5.847, -1.220, 4.596], [4.047, -3.017, 4.048], [-3.425, -0.494, 4.965], [-4.662, -0.465, 4.039], [-2.531, -1.930, 6.572], [5.915, -2.278, 2.610], [1.143, -5.730, -3.917], [-1.254, 7.221, -4.522], [1.994, 2.725, 2.116], [3.446, 4.701, 1.644], [-2.637, 3.576, -3.463], [-3.648, -0.458, 2.336], [3.822, 2.754, -2.944], [-5.572, -2.173, 5.049], [-1.968, 4.431, -4.807], [-2.290, 5.610, -2.049], [1.547, -6.143, -2.993], [-0.683, -5.338, -5.693], [4.606, -2.532, 4.848], [3.186, -5.524, 6.127], [0.044, -3.778, -5.174], [-2.600, -0.035, 4.420], [-3.294, -1.624, 7.288], [-3.625, 0.032, 5.898], [-2.295, -2.972, 6.793], [4.057, -4.107, 6.428], [-3.965, 6.992, -3.048], [1.709, 4.819, 1.400], [-5.008, 0.547, 3.826], [-0.921, 4.026, -3.477], [6.519, -2.137, 3.506], [3.124, 2.691, -4.597], [3.424, -2.193, 3.703], [-3.615, -2.980, -5.417], [-2.725, -4.934, -4.527], [-1.608, -1.381, 6.758], [-0.216, 6.369, -3.422], [-1.995, -2.624, -6.148], [5.500, -4.332, 3.259], [-0.546, 9.632, -1.868], [4.716, -5.146, 5.206], [5.265, -1.408, 2.521], [1.084, -6.525, -4.661], [-6.414, -0.582, 5.273], [2.963, 0.910, -3.018], [-2.797, -4.076, -6.647], [4.820, -3.867, 1.028], [-3.091, -2.881, -3.348], [2.270, 5.344, 2.952], [4.923, 2.584, -4.236], [0.596, 8.255, -2.329], [6.571, -2.385, 1.746], [-6.544, -1.248, 3.759], [-4.187, 5.432, -3.360], [-1.624, -2.441, -3.713], [-5.126, -0.914, 2.345], [-0.142, 9.355, -3.591], [1.985, -5.103, -4.211], [3.925, -2.669, 1.417]]}



(3)
{"formula": "C25H46Ge2N2SbTi", "method": "ωB97M-V/def2-TZVPD", "lumo_ha": -0.3834, "homo_lumo_gap_ev": 7.310, "max_force_ev_per_a": 0.6, "total_charge": 3, "relative_energy_kj_mol": 25.7, "energy_ha": -6332.27953, "homo_energy_ev": -17.74, "multiplicity": 1, "species": ["Sb", "Ge", "Ge", "Ti", "N", "N", "C", "C", "C", "C", "C", "C", "C", "C", "C", "C", "C", "C", "C", "C", "C", "C", "C", "C", "C", "C", "C", "C", "C", "C", "C", "H", "H", "H", "H", "H", "H", "H", "H", "H", "H", "H", "H", "H", "H", "H", "H", "H", "H", "H", "H", "H", "H", "H", "H", "H", "H", "H", "H", "H", "H", "H", "H", "H", "H", "H", "H", "H", "H", "H", "H", "H", "H", "H", "H", "H", "H"], "coordinates": [[-2.535, -0.136, -2.011], [0.571, -2.707, -0.922], [0.173, -0.171, 1.536], [0.363, -0.038, -1.806], [2.205, 0.345, -2.811], [0.488, 2.070, -1.754], [-3.828, 1.047, -0.823], [2.190, -3.770, -0.913], [0.158, -1.719, 4.054], [-0.478, 2.896, -1.317], [1.624, 2.602, -2.264], [1.032, -0.823, -0.299], [1.780, 3.968, -2.401], [4.371, -0.321, -3.571], [-1.323, 1.782, 3.955], [0.839, -1.619, 2.682], [-0.073, 2.651, 3.937], [4.829, 0.979, -3.419], [0.933, 1.605, 1.821], [-0.378, 4.270, -1.401], [-2.753, 0.713, -3.948], [2.641, 1.619, -2.707], [3.060, -0.600, -3.245], [1.141, 1.978, 3.303], [-3.550, -1.982, -2.234], [-0.976, -3.430, -0.007], [0.766, 4.814, -1.966], [-1.950, -2.217, 5.355], [3.953, 1.961, -2.977], [-1.324, -2.064, 3.975], [0.080, -2.280, -2.858], [-0.278, 3.588, 3.410], [0.673, -2.497, 4.623], [-1.346, 2.428, -0.872], [-4.717, 1.251, -1.419], [2.000, 2.648, 3.365], [-1.446, -2.994, 3.408], [-1.182, 4.893, -1.038], [1.916, -1.460, 2.783], [-1.651, 1.507, 2.946], [0.716, -2.937, -3.459], [5.015, -1.112, -3.928], [1.421, 1.095, 3.885], [-4.111, 0.495, 0.071], [-1.467, -4.184, -0.623], [0.299, -0.797, 4.622], [1.935, -4.797, -1.179], [-3.344, -2.375, -3.228], [2.671, -1.605, -3.333], [-4.618, -1.780, -2.156], [2.620, -3.776, 0.088], [-1.166, 0.863, 4.524], [2.672, 4.381, -2.848], [0.183, 2.934, 4.959], [2.938, -3.405, -1.614], [-2.940, 1.781, -3.853], [-0.959, -2.537, -3.055], [5.858, 1.229, -3.643], [-1.327, -0.209, 1.181], [-1.473, -3.023, 5.913], [-3.013, -2.442, 5.288], [-1.867, 0.558, -4.562], [-0.649, -3.920, 0.909], [-3.267, -2.702, -1.473], [-3.606, 0.251, -4.444], [-1.840, -1.301, 5.938], [0.237, -1.336, -3.450], [4.297, 2.976, -2.850], [0.705, -2.567, 2.156], [1.891, 1.623, 1.293], [0.875, 5.886, -2.069], [2.114, -0.755, -0.129], [-1.864, -1.288, 3.417], [-1.694, -2.656, 0.262], [0.294, 2.350, 1.336], [-3.373, 1.989, -0.531], [-2.159, 2.304, 4.418]]}



(4)
{"formula": "C15H22N2O4", "method": "ωB97M-V/def2-TZVPD", "smiles": "COC(=O)CCCCCNc1ccc(C(=O)OC)cc1N", "lumo_ha": 0.0284, "homo_lumo_gap_ev": 8.475, "max_force_ev_per_a": 0.5, "total_charge": 0, "relative_energy_kj_mol": 85.0, "energy_ha": -995.28918, "homo_energy_ev": -7.70, "multiplicity": 1, "species": ["O", "O", "O", "O", "N", "N", "C", "C", "C", "C", "C", "C", "C", "C", "C", "C", "C", "C", "C", "C", "C", "H", "H", "H", "H", "H", "H", "H", "H", "H", "H", "H", "H", "H", "H", "H", "H", "H", "H", "H", "H", "H", "H"], "coordinates": [[4.734, 0.824, 3.282], [4.267, -1.340, 3.639], [-1.343, 2.148, -2.533], [-2.594, 0.711, -3.702], [0.700, -2.620, 0.425], [0.069, -0.269, -0.984], [2.760, 0.933, 1.242], [-1.958, 0.560, 0.186], [-1.301, -0.583, -0.601], [-2.405, 1.616, -2.736], [1.772, 0.909, 0.280], [1.377, -1.435, 0.707], [1.046, -0.250, 0.016], [-4.150, 0.644, -1.178], [-3.683, 1.873, -1.974], [2.356, -1.397, 1.687], [3.044, -0.219, 1.972], [5.263, -1.347, 4.647], [4.088, -0.160, 3.006], [-3.485, 0.503, 0.195], [-1.457, 0.369, -4.483], [-0.968, 1.271, -4.855], [-3.847, 1.308, 0.839], [-1.824, -0.236, -5.308], [3.312, 1.835, 1.453], [-1.306, -1.492, -0.001], [-3.809, -0.443, 0.637], [5.284, -2.357, 5.049], [6.234, -1.082, 4.224], [-1.595, 0.529, 1.215], [-4.448, 2.125, -2.712], [-1.854, -0.775, -1.524], [-5.227, 0.728, -1.017], [-3.534, 2.725, -1.311], [-3.984, -0.251, -1.779], [0.450, -2.712, -0.550], [2.602, -2.299, 2.226], [1.540, 1.803, -0.281], [0.076, 0.610, -1.497], [1.161, -3.442, 0.788], [-1.637, 1.512, -0.238], [-0.742, -0.198, -3.882], [5.016, -0.628, 5.431]]}